Molecular formula: C26H20Br2N11O3PdSe
Method: DFT, ωB97M-V/def2-TZVPD

Last column: Löwdin charge in e.
Cartesian coordinates (Å):
Pd: 0.180 0.707 0.992  1.07
N: -1.416 0.715 4.319  0.12
C: -1.573 1.826 3.535  -0.45
N: -2.356 2.874 3.811  0.03
N: -2.233 3.685 2.778  -0.09
N: -1.412 3.192 1.922  -0.19
N: -0.953 2.019 2.365  -0.09
C: -1.116 -0.510 3.760  -0.47
N: -1.466 -1.673 4.290  0.02
N: -0.990 -2.583 3.447  -0.10
N: -0.382 -2.028 2.466  -0.07
N: -0.425 -0.709 2.617  -0.04
H: -2.005 0.668 5.138  0.14
Br: 4.174 1.480 -2.123  0.75
C: 4.231 1.187 -0.251  -0.60
C: 5.453 0.928 0.352  -0.19
C: 5.532 0.753 1.713  -0.62
Br: 7.251 0.447 2.489  0.72
C: 4.389 0.824 2.529  -0.19
C: 4.370 0.653 3.930  -0.03
C: 3.182 0.739 4.605  -0.04
C: 2.003 0.986 3.888  -0.11
N: 1.988 1.129 2.584  0.08
C: 3.139 1.071 1.895  -0.14
C: 3.024 1.292 0.465  -0.43
O: 1.914 1.605 -0.057  -0.16
H: 6.339 0.868 -0.263  0.09
H: 5.292 0.455 4.460  0.08
H: 3.140 0.622 5.677  0.10
H: 1.064 1.103 4.410  0.10
Se: -1.540 2.155 -0.573  1.11
C: -1.717 3.583 -1.838  -0.55
C: -2.217 3.315 -3.116  -0.11
C: -2.427 4.369 -3.987  -0.16
N: -2.180 5.635 -3.683  0.05
C: -1.704 5.885 -2.473  -0.15
C: -1.453 4.913 -1.520  -0.09
H: -2.443 2.304 -3.417  0.09
H: -2.817 4.183 -4.980  0.10
H: -1.520 6.929 -2.253  0.10
H: -1.073 5.175 -0.545  0.10
C: -2.230 -5.648 -3.944  -0.06
C: -1.769 -4.485 -3.117  -0.27
C: -2.298 -3.222 -3.326  -0.02
C: -1.911 -2.141 -2.547  -0.20
C: -2.500 -0.787 -2.800  -0.05
C: -0.962 -2.342 -1.543  -0.05
C: -0.392 -3.601 -1.332  -0.19
C: 0.629 -3.806 -0.259  -0.04
C: -0.809 -4.657 -2.129  -0.01
C: -0.537 -1.204 -0.666  -0.63
O: 0.676 -0.939 -0.529  -0.02
O: -1.432 -0.536 -0.079  -0.16
H: -3.182 -5.424 -4.420  0.07
H: -2.346 -6.538 -3.328  0.08
H: -1.503 -5.870 -4.726  0.08
H: -3.032 -3.080 -4.110  0.11
H: -3.077 -0.776 -3.725  0.08
H: -1.709 -0.039 -2.867  0.07
H: -3.154 -0.504 -1.976  0.08
H: 0.233 -3.507 0.713  0.06
H: 1.498 -3.181 -0.458  0.08
H: 0.941 -4.846 -0.211  0.07
H: -0.381 -5.638 -1.975  0.11

Output
HOMO level (alpha / beta) = -5.54 / -5.35 eV
⟨S²⟩ = 6.02
total charge = -1
orbital gap (alpha / beta) = 7.59 / 4.46 eV
spin multiplicity = 5



Molecular formula: C26H20BrClN2O2PS4Sr
Method: DFT, ωB97M-V/def2-TZVPD

Last column: Löwdin charge in e.
Cartesian coordinates (Å):
Sr: -0.800 -2.292 1.308  0.90
S: -1.223 -6.442 -1.082  0.27
C: -1.566 -5.207 0.012  -1.91
S: -2.615 -3.877 -0.413  0.20
S: -0.850 -5.213 1.602  0.26
Br: 2.503 -5.157 -2.370  0.67
C: 2.530 -5.143 -0.460  -0.74
C: 2.482 -6.352 0.207  -0.14
C: 2.565 -6.294 1.588  -0.09
C: 2.679 -5.067 2.216  -0.04
C: 2.655 -3.916 1.443  -0.21
N: 2.597 -3.960 0.107  0.09
C: 2.642 -2.535 2.086  -0.67
O: 3.719 -2.049 2.440  0.00
O: 1.487 -2.022 2.184  -0.20
H: 2.336 -7.274 -0.332  0.09
H: 2.503 -7.204 2.170  0.11
H: 2.726 -4.985 3.294  0.12
Cl: -2.518 -0.455 -1.233  0.73
C: -2.939 1.193 -1.584  -0.62
C: -3.851 1.402 -2.608  -0.12
C: -4.238 2.693 -2.933  -0.10
C: -3.712 3.766 -2.232  -0.10
C: -2.799 3.541 -1.212  -0.08
C: -2.386 2.255 -0.867  -0.30
P: -1.283 1.962 0.584  0.78
C: -0.697 3.650 1.019  -0.30
C: -1.197 4.252 2.170  -0.08
C: -0.770 5.519 2.541  -0.10
C: 0.156 6.202 1.763  -0.11
C: 0.661 5.607 0.615  -0.10
C: 0.239 4.336 0.248  -0.08
C: 0.245 1.306 -0.238  -0.32
C: 0.520 1.355 -1.605  -0.12
C: 1.715 0.847 -2.095  -0.11
C: 2.641 0.278 -1.226  -0.09
C: 2.371 0.207 0.132  -0.07
C: 1.174 0.720 0.619  -0.09
H: -4.252 0.547 -3.135  0.10
H: -4.953 2.853 -3.731  0.09
H: -4.013 4.778 -2.475  0.09
H: -2.397 4.383 -0.663  0.10
H: -1.917 3.688 2.753  0.08
H: -1.159 5.976 3.443  0.09
H: 0.489 7.192 2.054  0.09
H: 1.393 6.127 0.008  0.09
H: 0.651 3.872 -0.640  0.10
H: -0.204 1.787 -2.288  0.10
H: 1.921 0.881 -3.159  0.10
H: 3.563 -0.140 -1.614  0.10
H: 3.065 -0.267 0.816  0.09
H: 0.955 0.642 1.679  0.11
N: 0.321 -2.251 -1.123  -0.02
H: 1.263 -2.623 -1.022  -0.01
H: 0.354 -1.421 -1.703  0.00
H: -0.261 -2.951 -1.580  -0.01
S: -2.401 -0.092 2.652  0.26
C: -2.122 1.373 1.871  -0.90

Output
HOMO level (alpha / beta) = -1.05 / -1.16 eV
⟨S²⟩ = 0.75
total charge = -2
orbital gap (alpha / beta) = 5.08 / 5.19 eV
spin multiplicity = 2
ΔE to the lowest compared entry with this formula, charge and spin = 7.1 kJ/mol



The lowest spin multiplicity belongs to which entry? C26H20BrClN2O2PS4Sr



Repeat the first record exactly.
Molecular formula: C26H20Br2N11O3PdSe
Method: DFT, ωB97M-V/def2-TZVPD

Last column: Löwdin charge in e.
Cartesian coordinates (Å):
Pd: 0.180 0.707 0.992  1.07
N: -1.416 0.715 4.319  0.12
C: -1.573 1.826 3.535  -0.45
N: -2.356 2.874 3.811  0.03
N: -2.233 3.685 2.778  -0.09
N: -1.412 3.192 1.922  -0.19
N: -0.953 2.019 2.365  -0.09
C: -1.116 -0.510 3.760  -0.47
N: -1.466 -1.673 4.290  0.02
N: -0.990 -2.583 3.447  -0.10
N: -0.382 -2.028 2.466  -0.07
N: -0.425 -0.709 2.617  -0.04
H: -2.005 0.668 5.138  0.14
Br: 4.174 1.480 -2.123  0.75
C: 4.231 1.187 -0.251  -0.60
C: 5.453 0.928 0.352  -0.19
C: 5.532 0.753 1.713  -0.62
Br: 7.251 0.447 2.489  0.72
C: 4.389 0.824 2.529  -0.19
C: 4.370 0.653 3.930  -0.03
C: 3.182 0.739 4.605  -0.04
C: 2.003 0.986 3.888  -0.11
N: 1.988 1.129 2.584  0.08
C: 3.139 1.071 1.895  -0.14
C: 3.024 1.292 0.465  -0.43
O: 1.914 1.605 -0.057  -0.16
H: 6.339 0.868 -0.263  0.09
H: 5.292 0.455 4.460  0.08
H: 3.140 0.622 5.677  0.10
H: 1.064 1.103 4.410  0.10
Se: -1.540 2.155 -0.573  1.11
C: -1.717 3.583 -1.838  -0.55
C: -2.217 3.315 -3.116  -0.11
C: -2.427 4.369 -3.987  -0.16
N: -2.180 5.635 -3.683  0.05
C: -1.704 5.885 -2.473  -0.15
C: -1.453 4.913 -1.520  -0.09
H: -2.443 2.304 -3.417  0.09
H: -2.817 4.183 -4.980  0.10
H: -1.520 6.929 -2.253  0.10
H: -1.073 5.175 -0.545  0.10
C: -2.230 -5.648 -3.944  -0.06
C: -1.769 -4.485 -3.117  -0.27
C: -2.298 -3.222 -3.326  -0.02
C: -1.911 -2.141 -2.547  -0.20
C: -2.500 -0.787 -2.800  -0.05
C: -0.962 -2.342 -1.543  -0.05
C: -0.392 -3.601 -1.332  -0.19
C: 0.629 -3.806 -0.259  -0.04
C: -0.809 -4.657 -2.129  -0.01
C: -0.537 -1.204 -0.666  -0.63
O: 0.676 -0.939 -0.529  -0.02
O: -1.432 -0.536 -0.079  -0.16
H: -3.182 -5.424 -4.420  0.07
H: -2.346 -6.538 -3.328  0.08
H: -1.503 -5.870 -4.726  0.08
H: -3.032 -3.080 -4.110  0.11
H: -3.077 -0.776 -3.725  0.08
H: -1.709 -0.039 -2.867  0.07
H: -3.154 -0.504 -1.976  0.08
H: 0.233 -3.507 0.713  0.06
H: 1.498 -3.181 -0.458  0.08
H: 0.941 -4.846 -0.211  0.07
H: -0.381 -5.638 -1.975  0.11

Output
HOMO level (alpha / beta) = -5.54 / -5.35 eV
⟨S²⟩ = 6.02
total charge = -1
orbital gap (alpha / beta) = 7.59 / 4.46 eV
spin multiplicity = 5



Copy entry 2 word for word.
Molecular formula: C26H20BrClN2O2PS4Sr
Method: DFT, ωB97M-V/def2-TZVPD

Last column: Löwdin charge in e.
Cartesian coordinates (Å):
Sr: -0.800 -2.292 1.308  0.90
S: -1.223 -6.442 -1.082  0.27
C: -1.566 -5.207 0.012  -1.91
S: -2.615 -3.877 -0.413  0.20
S: -0.850 -5.213 1.602  0.26
Br: 2.503 -5.157 -2.370  0.67
C: 2.530 -5.143 -0.460  -0.74
C: 2.482 -6.352 0.207  -0.14
C: 2.565 -6.294 1.588  -0.09
C: 2.679 -5.067 2.216  -0.04
C: 2.655 -3.916 1.443  -0.21
N: 2.597 -3.960 0.107  0.09
C: 2.642 -2.535 2.086  -0.67
O: 3.719 -2.049 2.440  0.00
O: 1.487 -2.022 2.184  -0.20
H: 2.336 -7.274 -0.332  0.09
H: 2.503 -7.204 2.170  0.11
H: 2.726 -4.985 3.294  0.12
Cl: -2.518 -0.455 -1.233  0.73
C: -2.939 1.193 -1.584  -0.62
C: -3.851 1.402 -2.608  -0.12
C: -4.238 2.693 -2.933  -0.10
C: -3.712 3.766 -2.232  -0.10
C: -2.799 3.541 -1.212  -0.08
C: -2.386 2.255 -0.867  -0.30
P: -1.283 1.962 0.584  0.78
C: -0.697 3.650 1.019  -0.30
C: -1.197 4.252 2.170  -0.08
C: -0.770 5.519 2.541  -0.10
C: 0.156 6.202 1.763  -0.11
C: 0.661 5.607 0.615  -0.10
C: 0.239 4.336 0.248  -0.08
C: 0.245 1.306 -0.238  -0.32
C: 0.520 1.355 -1.605  -0.12
C: 1.715 0.847 -2.095  -0.11
C: 2.641 0.278 -1.226  -0.09
C: 2.371 0.207 0.132  -0.07
C: 1.174 0.720 0.619  -0.09
H: -4.252 0.547 -3.135  0.10
H: -4.953 2.853 -3.731  0.09
H: -4.013 4.778 -2.475  0.09
H: -2.397 4.383 -0.663  0.10
H: -1.917 3.688 2.753  0.08
H: -1.159 5.976 3.443  0.09
H: 0.489 7.192 2.054  0.09
H: 1.393 6.127 0.008  0.09
H: 0.651 3.872 -0.640  0.10
H: -0.204 1.787 -2.288  0.10
H: 1.921 0.881 -3.159  0.10
H: 3.563 -0.140 -1.614  0.10
H: 3.065 -0.267 0.816  0.09
H: 0.955 0.642 1.679  0.11
N: 0.321 -2.251 -1.123  -0.02
H: 1.263 -2.623 -1.022  -0.01
H: 0.354 -1.421 -1.703  0.00
H: -0.261 -2.951 -1.580  -0.01
S: -2.401 -0.092 2.652  0.26
C: -2.122 1.373 1.871  -0.90

Output
HOMO level (alpha / beta) = -1.05 / -1.16 eV
⟨S²⟩ = 0.75
total charge = -2
orbital gap (alpha / beta) = 5.08 / 5.19 eV
spin multiplicity = 2
ΔE to the lowest compared entry with this formula, charge and spin = 7.1 kJ/mol